Formula: C10H13INO3
Source: the OMol25 dataset
Level of theory: ωB97M-V/def2-TZVPD

Max |F|   3.80 eV/Å
Spin multiplicity   1
Frontier orbital gap   5.9 eV
HOMO level   -10.989 eV
Energy relative to the best compared isomer or geometry (same formula, charge and spin)   34.0 kcal per mole
Lowest unoccupied orbital energy   -5.08 eV
Charge   +1

Each line ends with the Löwdin charge.
CARTESIAN COORDINATES (ANGSTROEM)
C (0.20609, 0.38671, 0.17273)  -0.23
C (1.44388, -1.77610, 0.28249)  -0.04
C (1.39083, 0.96330, 0.84316)  -0.04
C (2.80078, -1.07440, 0.42647)  -0.57
C (0.29749, -1.13223, 0.17322)  -0.11
C (2.60783, 0.36029, 0.82025)  -0.13
C (-0.98263, -1.77319, 0.29882)  -0.22
C (-3.33943, -1.47914, 0.73412)  0.01
C (0.20183, 0.83724, -1.37463)  -0.11
C (-0.49662, 2.94587, -0.56289)  -0.19
N (-0.69643, 4.22536, -0.83526)  0.13
O (-1.32464, -3.02932, 0.19490)  0.21
O (-2.04249, -0.99793, 0.41294)  0.00
O (-0.23049, 2.15458, -1.57760)  -0.06
I (3.72568, -1.22272, -1.60914)  0.84
H (-0.73136, 0.59910, 0.64027)  0.12
H (1.69568, -2.77414, 0.46250)  0.11
H (1.22340, 2.06055, 1.07728)  0.13
H (3.50971, -1.75307, 0.83534)  0.05
H (-3.73112, -0.78154, 1.48890)  0.12
H (-3.21905, -2.54419, 1.09817)  0.12
H (-4.01892, -1.54684, -0.20889)  0.15
H (1.19369, 0.75118, -1.78752)  0.09
H (-0.47975, 0.09526, -1.94953)  0.16
H (3.43849, 0.83873, 1.28592)  0.10
H (-0.65513, -3.68772, 0.39370)  0.16
H (-0.96101, 4.81704, -0.01468)  0.13
H (-0.82634, 4.53733, -1.72105)  0.06


Formula: C17H15N5O
Source: the OMol25 dataset
Level of theory: ωB97M-V/def2-TZVPD

Max |F|   2.92 eV/Å
Spin multiplicity   1
Frontier orbital gap   7.9 eV
HOMO level   -7.768 eV
Energy relative to the best compared isomer or geometry (same formula, charge and spin)   42.0 kcal per mole
Lowest unoccupied orbital energy   0.08 eV
SMILES   N#Cc1ccc(-n2cc(C3CNNC3)c3cc[nH]c3c2=O)cc1

Each line ends with the Löwdin charge.
CARTESIAN COORDINATES (ANGSTROEM)
N (3.51557, 6.14806, 2.09227)  0.15
C (2.89616, 5.21085, 1.79933)  -0.19
C (2.06125, 4.10320, 1.44495)  -0.24
C (2.28326, 3.45023, 0.22492)  -0.01
C (1.37386, 2.47108, -0.17311)  0.00
C (0.29590, 2.11577, 0.65251)  -0.15
N (-0.56501, 1.02441, 0.27722)  0.07
C (0.03259, -0.13125, -0.32054)  0.02
C (-0.60921, -1.35073, -0.44429)  -0.12
C (0.06810, -2.52884, -1.10197)  -0.24
C (0.45831, -2.20079, -2.55629)  -0.18
N (1.88772, -2.43161, -2.60560)  -0.10
N (2.43364, -2.35320, -1.27210)  -0.08
C (1.38455, -2.99657, -0.42486)  -0.14
C (-1.98355, -1.49173, 0.07875)  -0.11
C (-2.94748, -2.56905, 0.16227)  -0.02
C (-4.08573, -2.05456, 0.76660)  -0.09
N (-3.85912, -0.73835, 1.03086)  0.09
C (-2.60190, -0.38224, 0.59690)  -0.13
C (-1.90872, 0.90582, 0.59631)  -0.35
O (-2.51977, 1.89078, 0.98588)  0.05
C (0.09969, 2.81113, 1.86035)  0.00
C (0.98596, 3.75987, 2.28149)  -0.02
H (3.17771, 3.68594, -0.37969)  0.13
H (1.52226, 1.90180, -1.07748)  0.11
H (1.01901, -0.16666, -0.70637)  0.10
H (-0.61702, -3.37887, -1.11513)  0.13
H (0.24897, -1.16654, -2.83932)  0.11
H (-0.07420, -2.83922, -3.26902)  0.11
H (2.33870, -1.78258, -3.26803)  0.12
H (3.33349, -2.84215, -1.19550)  0.11
H (1.46345, -4.09136, -0.43819)  0.11
H (1.37226, -2.65211, 0.63060)  0.12
H (-2.85940, -3.60976, -0.17541)  0.10
H (-4.97995, -2.61468, 0.90397)  0.11
H (-4.58570, -0.08941, 1.33512)  0.17
H (-0.80952, 2.66636, 2.45973)  0.12
H (0.75385, 4.31696, 3.18286)  0.13


Formula: C23H33N3O5S
Source: the OMol25 dataset
Level of theory: ωB97M-V/def2-TZVPD

Max |F|   1.08 eV/Å
Spin multiplicity   1
Frontier orbital gap   9.5 eV
HOMO level   -9.019 eV
Energy relative to the best compared isomer or geometry (same formula, charge and spin)   4.4 kcal per mole
Lowest unoccupied orbital energy   0.43 eV
SMILES   O=C(Cn1c(=O)oc2cc(S(=O)(=O)N3CCCCCC3)ccc21)NC1CCCCCCC1

Each line ends with the Löwdin charge.
CARTESIAN COORDINATES (ANGSTROEM)
O (-4.85751, -0.51464, -2.16457)  0.08
C (-4.42911, -0.97104, -1.13000)  -0.47
C (-4.04355, -2.46764, -1.01799)  -0.01
N (-2.83086, -2.64085, -0.26326)  0.04
C (-2.79800, -3.11832, 1.03381)  -0.48
O (-3.69488, -3.65442, 1.61794)  0.14
O (-1.56621, -2.86177, 1.55837)  0.17
C (-0.85046, -2.16756, 0.62624)  -0.17
C (0.38321, -1.56975, 0.74558)  0.04
C (0.82436, -0.85614, -0.35890)  -0.26
S (2.30781, 0.13307, -0.15657)  0.66
O (2.04658, 1.07354, 0.89277)  -0.27
O (2.67391, 0.64637, -1.44826)  -0.28
N (3.36959, -1.00414, 0.41780)  -0.25
C (3.77026, -1.99271, -0.55802)  -0.20
C (5.24701, -1.96664, -0.96185)  -0.17
C (5.77745, -0.55590, -1.22473)  -0.19
C (6.31343, 0.11302, 0.04109)  -0.20
C (5.22067, 0.55250, 1.01148)  -0.18
C (4.28373, -0.57350, 1.45452)  -0.19
C (0.09775, -0.76534, -1.53321)  -0.05
C (-1.15169, -1.35933, -1.64925)  0.01
C (-1.62342, -2.03499, -0.53880)  -0.14
N (-4.20213, -0.29693, 0.00870)  0.12
C (-4.39281, 1.12804, 0.26785)  -0.28
C (-3.90075, 1.99208, -0.90268)  -0.13
C (-2.43242, 1.80233, -1.30006)  -0.18
C (-1.46412, 2.88332, -0.80819)  -0.18
C (-1.63242, 3.34877, 0.63593)  -0.21
C (-1.33216, 2.30721, 1.71105)  -0.18
C (-2.26713, 1.09413, 1.75700)  -0.18
C (-3.76473, 1.42260, 1.63813)  -0.13
H (-4.83484, -3.01703, -0.49998)  0.14
H (-3.93023, -2.86843, -2.02797)  0.14
H (0.97027, -1.61324, 1.64582)  0.13
H (3.15012, -1.80474, -1.43800)  0.11
H (3.51699, -2.98902, -0.17010)  0.13
H (5.34255, -2.57404, -1.86400)  0.11
H (5.85045, -2.44161, -0.18514)  0.11
H (4.98492, 0.05682, -1.65738)  0.10
H (6.59101, -0.61692, -1.95077)  0.11
H (6.88943, 0.99622, -0.24342)  0.11
H (6.99656, -0.57459, 0.54847)  0.11
H (4.60454, 1.32432, 0.54637)  0.10
H (5.68623, 0.98334, 1.90074)  0.12
H (4.84293, -1.44477, 1.80232)  0.13
H (3.65900, -0.20427, 2.27177)  0.11
H (0.51447, -0.18864, -2.34331)  0.12
H (-1.74396, -1.26349, -2.54423)  0.13
H (-3.98962, -0.83601, 0.83485)  0.14
H (-5.47517, 1.31590, 0.35636)  0.15
H (-4.09778, 3.03622, -0.66011)  0.12
H (-4.52698, 1.73441, -1.75696)  0.10
H (-2.09324, 0.82484, -0.96707)  0.07
H (-2.37047, 1.78916, -2.39048)  0.12
H (-0.44349, 2.51521, -0.94147)  0.11
H (-1.58281, 3.76295, -1.44693)  0.11
H (-2.63646, 3.75125, 0.77714)  0.09
H (-0.93773, 4.17820, 0.79083)  0.11
H (-0.30793, 1.94874, 1.58113)  0.09
H (-1.38346, 2.81443, 2.67856)  0.11
H (-1.97906, 0.38922, 0.97900)  0.08
H (-2.09076, 0.59028, 2.71103)  0.11
H (-3.93861, 2.46867, 1.88728)  0.12
H (-4.31830, 0.83130, 2.37376)  0.11